Version A
Density functional theory data (ωB97M-V with the def2-TZVPD basis set) for 2 unconnected molecules or ions with the total composition C4H3NO2.

```
10
Properties=species:S:1:pos:R:3:mulliken_charge:R:1
N -0.7601 1.1091 1.8445 -0.4607
C 0.0217 0.9259 0.9361 0.5086
C 0.9766 0.7027 0.0378 -0.5172
C 1.2570 -0.6665 -0.3946 0.0136
C -1.8821 -0.7808 -0.9149 0.1328
O 0.6131 -1.6456 -0.0703 -0.5258
O -2.1199 -1.6496 -1.6084 -0.1649
H -1.7483 1.2316 1.6362 0.3181
H 1.5243 1.5398 -0.3812 0.3589
H 2.1177 -0.7667 -1.0852 0.3366
```

Its charge is 0. Its gap between HOMO and LUMO is 10.092 eV. The value obtained for the HOMO energy is -9.7 eV.



Version B
Density functional theory data (ωB97M-V with the def2-TZVPD basis set) for C4H3NO2 in the gas phase.

```
10
Properties=species:S:1:pos:R:3:mulliken_charge:R:1
O -2.1875 1.0948 -0.7272 -0.3646
C -1.6837 0.0326 -0.6630 0.1354
C -0.0402 -0.1270 -0.7879 0.7674
N 0.1365 -1.0236 -1.5911 -0.4580
O 1.9537 -1.2244 0.5380 -0.4893
C 1.5375 -0.1530 0.9496 0.0275
C 0.4253 0.5419 0.3427 -0.7218
H -2.1337 -0.9596 -0.5569 0.3763
H 2.0293 0.3688 1.7912 0.3293
H -0.0372 1.4496 0.7045 0.3977
```

Its charge is 0. Its gap between HOMO and LUMO (spin up / spin down) is 6.936 / 7.989 eV. The value obtained for the HOMO energy (spin up / spin down) is -9.3 / -9.5 eV.



Stability summary - winner: version A; margin: 0.1019 hartree.



Version A
Density functional theory data (ωB97M-V with the def2-TZVPD basis set) for C4H3NO2 in the gas phase.

```
10
Properties=species:S:1:pos:R:3:mulliken_charge:R:1
C -1.0096 -0.1478 0.0640 -0.7832
C 1.3035 -0.1683 0.1975 0.6565
C 0.0698 0.6720 0.1659 0.6412
C 0.8024 -1.6361 0.1641 -0.6679
N -0.5048 -1.4499 0.0022 0.0856
O 2.3982 0.2795 -0.0417 -0.4365
O 0.2321 2.0250 0.0961 -0.4863
H -1.9756 0.2044 -0.1120 0.4370
H -0.9413 -2.3239 -0.1543 0.2397
H -0.3748 2.5451 -0.3819 0.3139
```

Its charge is 0. Its gap between HOMO and LUMO is 7.722 eV. The value obtained for the HOMO energy is -8.8 eV.



Version B
Density functional theory data (ωB97M-V with the def2-TZVPD basis set) for a molecular structure, C4H3NO2.

```
10
Properties=species:S:1:pos:R:3:mulliken_charge:R:1
O 1.6493 0.7140 -1.1546 -0.4849
C 1.7154 -0.0810 -0.2577 0.2373
C 0.6205 -0.1443 0.8566 0.1411
N 0.0728 -1.0184 0.0323 -0.2891
C -1.1331 -0.4854 -0.3174 -0.4415
C -1.3690 0.5706 0.4958 0.0241
O -0.2680 0.8017 1.2496 -0.2490
H 2.3977 -0.9346 -0.1936 0.3346
H -1.4926 -0.6785 -1.3161 0.3304
H -2.1932 1.2559 0.6050 0.3970
```

Its charge is 0. Its gap between HOMO and LUMO is 9.830 eV. The value obtained for the HOMO energy is -9.8 eV.



Version C
Density functional theory data (ωB97M-V with the def2-TZVPD basis set) for C4H3NO2 in the gas phase.

```
10
Properties=species:S:1:pos:R:3:mulliken_charge:R:1
H -2.2955 1.6997 0.3767 0.2559
N -1.3003 1.6890 0.2145 -0.5760
C -0.6907 0.5905 0.1171 0.4451
C 0.7423 0.6788 -0.1224 -0.0458
C 1.2442 -0.5524 -0.2077 -0.5856
C 0.0940 -1.4935 -0.0133 0.4948
O 0.0641 -2.6854 -0.0087 -0.4947
O -1.0708 -0.7233 0.1832 -0.3391
H 0.9702 1.7385 -0.1622 0.4432
H 2.2424 -0.9418 -0.3773 0.4021
```

Its charge is 0. Its gap between HOMO and LUMO is 10.162 eV. The value obtained for the HOMO energy is -10.7 eV. As for the SMILES: [H]/N=C1/C=CC(=O)O1.



Stability summary - winner: version C; margin: 0.0969 hartree.



Version A
Density functional theory data (ωB97M-V with the def2-TZVPD basis set) for C4H3NO2 in the gas phase.

```
10
Properties=species:S:1:pos:R:3:mulliken_charge:R:1
O -1.6453 -0.1921 -0.3342 -0.2527
C -1.7955 -0.1327 -1.6537 -0.2557
C -0.3227 -0.2289 0.0281 0.7688
N 0.3652 -1.2908 -0.2663 -0.3360
O 1.6124 -1.0341 0.2305 -0.1191
C 1.6273 0.1785 0.7967 -0.3117
C 0.4127 0.7711 0.6946 -0.4377
H -2.8912 -0.2904 -1.7578 0.1574
H 2.5616 0.4762 1.2454 0.4429
H 0.0756 1.7432 1.0167 0.3438
```

Its charge is 0. Its gap between HOMO and LUMO is 9.563 eV. The value obtained for the HOMO energy is -9.2 eV.



Version B
Density functional theory data (ωB97M-V with the def2-TZVPD basis set) for C4H3NO2 in the gas phase.

```
10
Properties=species:S:1:pos:R:3:mulliken_charge:R:1
C 0.2202 0.0472 -1.7280 -0.3912
C 1.2050 -0.1801 -0.9125 -0.3329
C -0.1017 -0.5436 -0.3898 -0.2739
C -0.7684 -0.3388 2.0551 -0.2992
N -0.6931 0.0490 0.7721 0.2929
O -0.7131 1.0240 2.4569 -0.0870
O -0.5964 1.5161 1.1379 -0.1516
H -0.3521 0.2112 -2.5674 0.4507
H 2.1569 -0.1929 -0.4362 0.4264
H -0.3574 -1.5920 -0.3881 0.3656
```

Its charge is 0. Its gap between HOMO and LUMO is 10.873 eV. The value obtained for the HOMO energy is -10.1 eV.



Stability summary - winner: version A; margin: 0.1655 hartree.



Version A
Density functional theory data (ωB97M-V with the def2-TZVPD basis set) for CH3ClN2O2 in the gas phase.

```
9
Properties=species:S:1:pos:R:3:mulliken_charge:R:1
N 1.4485 0.0275 0.3567 -0.2971
N 0.9519 -0.2505 -0.7874 -0.2369
O -0.6330 -0.7117 -0.6583 -0.3473
C -1.2809 0.1152 0.0865 0.6984
O -0.8860 1.1925 0.4332 -0.5548
Cl -2.9316 -0.6424 0.3174 -0.1776
H 0.9103 0.6599 0.8974 0.3188
H 1.6484 -0.9684 0.7489 0.2949
H 0.7723 0.5780 -1.3943 0.3014
```

Its charge is 0. Its gap between HOMO and LUMO is 11.407 eV. The value obtained for the HOMO energy is -10.7 eV. As for the SMILES: NNOC(=O)Cl.



Version B
Density functional theory data (ωB97M-V with the def2-TZVPD basis set) for CH3ClN2O2 in the gas phase.

```
9
Properties=species:S:1:pos:R:3:mulliken_charge:R:1
C -0.2047 0.4515 -1.3340 -0.4819
O 0.2716 0.8374 -0.1211 -0.3365
N 0.3453 0.0188 1.0653 1.1755
O 1.2599 0.4228 1.7143 -0.5828
N -0.5237 -0.8715 1.1701 -0.4778
Cl -0.3196 -2.0310 2.4087 -0.0346
H -0.9589 -0.3000 -1.1633 0.3045
H -0.6061 1.2817 -1.9225 0.2131
H 0.7362 0.1903 -1.8175 0.2205
```

Its charge is 0. Its gap between HOMO and LUMO is 10.538 eV. The value obtained for the HOMO energy is -10.4 eV. As for the SMILES: CO/[N+]([O-])=N/Cl.



Version C
Density functional theory data (ωB97M-V with the def2-TZVPD basis set) for a molecular structure, CH3ClN2O2.

```
9
Properties=species:S:1:pos:R:3:mulliken_charge:R:1
C 0.0381 0.1032 0.0638 -0.4832
N 1.2456 0.1828 -1.4845 -0.3404
N 1.7984 -1.0677 -1.7264 1.1406
O 1.0262 -1.9848 -1.5675 -0.5995
O 2.9549 -1.1411 -2.0595 -0.5846
Cl 2.5341 1.2731 -1.1113 -0.0454
H 0.5368 0.9240 0.4756 0.3486
H -0.7126 0.0350 -0.6595 0.3133
H 0.1120 -0.8949 0.4839 0.2506
```

Its charge is 0. Its gap between HOMO and LUMO is 9.556 eV. The value obtained for the HOMO energy is -10.3 eV.



Stability summary - winner: version A; margin: 0.1230 hartree.



Version A
Density functional theory data (ωB97M-V with the def2-TZVPD basis set) for CH3ClN2O2 in the gas phase.

```
9
Properties=species:S:1:pos:R:3:mulliken_charge:R:1
N -1.1754 -0.7598 -0.3138 -0.3540
C 0.1843 -0.7567 -0.0778 0.4649
O 0.8698 -1.7675 -0.0948 -0.5321
N 0.7768 0.5419 0.3734 0.0528
O 0.0735 1.6146 -0.0534 -0.4238
Cl 2.5361 0.5256 -0.0870 -0.0721
H -1.5582 0.1271 -0.5370 0.2502
H -1.5260 -1.6061 0.0099 0.2366
H -0.1810 2.0808 0.7803 0.3775
```

Its charge is 0. Its gap between HOMO and LUMO is 10.241 eV. The value obtained for the HOMO energy is -10.0 eV. As for the SMILES: NC(=O)N(O)Cl.



Version B
Density functional theory data (ωB97M-V with the def2-TZVPD basis set) for CH3ClN2O2 in the gas phase.

```
9
Properties=species:S:1:pos:R:3:mulliken_charge:R:1
C -0.0337 0.0882 0.1730 -0.5345
N -0.2260 -0.6384 1.4515 -0.2607
Cl -1.9612 -1.1541 1.8835 -0.0204
N 0.3281 -0.0799 2.5124 1.2552
O 1.2275 0.6720 2.2343 -0.6336
O -0.0691 -0.3086 3.6127 -0.6343
H -0.3917 -0.6380 -0.6609 0.2692
H -0.6495 1.0192 0.3279 0.2808
H 1.1405 0.2017 0.1906 0.2783
```

Its charge is 0. Its gap between HOMO and LUMO is 10.017 eV. The value obtained for the HOMO energy is -10.9 eV. As for the SMILES: CN(Cl)[N+](=O)[O-].



Version C
Density functional theory data (ωB97M-V with the def2-TZVPD basis set) for CH3ClN2O2 in the gas phase.

```
9
Properties=species:S:1:pos:R:3:mulliken_charge:R:1
O 2.3085 -1.5011 -0.0856 -0.5355
N 1.2554 -1.0358 0.2885 0.5905
N 0.9321 0.1306 0.0041 -0.4736
C -0.5530 0.5471 0.1560 0.0344
O -1.5862 0.2124 -0.8402 -0.4427
Cl -0.4260 2.3350 0.1043 -0.1679
H 0.4965 -1.7495 0.8384 0.2854
H -0.8973 0.2713 1.1098 0.3910
H -1.5300 0.7900 -1.5753 0.3185
```

Its charge is 0. Its gap between HOMO and LUMO is 10.675 eV. The value obtained for the HOMO energy is -10.6 eV. As for the SMILES: [O-]/[NH+]=N/[C@H](O)Cl.



Stability summary - winner: version A; margin: 0.0546 hartree.



Version A
Density functional theory data (ωB97M-V with the def2-TZVPD basis set) for C5H14N2 in the gas phase.

```
21
Properties=species:S:1:pos:R:3:mulliken_charge:R:1
C 2.5638 -0.4491 -1.5495 -0.9911
N 1.3273 -0.6763 -0.8363 -0.2516
C 1.3025 0.1764 0.3649 -0.8586
C -0.0432 -0.0303 1.1456 -0.7578
C -1.1634 0.4589 0.2115 0.8694
C -1.9556 -0.7301 -0.2595 -1.6541
N -2.0821 1.2657 1.0474 -0.7338
H 2.7072 -1.0759 -2.4431 0.3391
H 3.4802 -0.8241 -1.0596 0.3352
H 2.7105 0.5731 -1.9073 0.3045
H 1.3682 -1.6456 -0.5419 0.2263
H 2.2507 0.1353 0.8992 0.4809
H 1.1631 1.2127 0.0183 0.3854
H -0.2098 -1.0911 1.4145 0.3072
H 0.0837 0.6931 1.9523 0.2693
H -0.8098 1.1767 -0.5152 0.2623
H -2.8109 -0.9213 0.3849 0.5111
H -2.6975 -0.7619 -1.1065 0.3563
H -1.5340 -1.7551 -0.2980 0.2246
H -1.7718 2.1870 1.3191 0.1955
H -3.0290 1.3392 0.6987 0.1798
```

Its charge is 0. Its gap between HOMO and LUMO is 9.924 eV. The value obtained for the HOMO energy is -8.8 eV. As for the SMILES: CNCC[C@@H](C)N.



Version B
Density functional theory data (ωB97M-V with the def2-TZVPD basis set) for C5H14N2 in the gas phase.

```
21
Properties=species:S:1:pos:R:3:mulliken_charge:R:1
C 2.0763 -1.2275 1.2787 -1.0850
C 0.9294 -0.1703 1.2023 -0.4831
C -0.1590 -0.6002 0.2520 0.0062
N -0.9085 -1.7152 0.8541 -0.6515
C -1.0714 0.6218 -0.0424 -1.0205
N -0.4251 1.6560 -0.8642 -0.3163
C -0.8563 1.6272 -2.2582 -0.9089
H 1.7642 -2.0044 0.5898 0.3276
H 3.0329 -0.7863 0.9935 0.2759
H 2.2956 -1.6366 2.2632 0.2753
H 0.4808 0.0505 2.1757 0.3678
H 1.3534 0.8025 0.9418 0.4046
H 0.2116 -0.9991 -0.6984 0.3871
H -1.5219 -1.3042 1.5432 0.2591
H -1.4651 -2.2498 0.2065 0.2556
H -2.0141 0.3604 -0.5193 0.4239
H -1.3839 1.0680 0.9174 0.2751
H 0.5806 1.5260 -0.8670 0.2509
H -0.5807 0.7241 -2.8205 0.2919
H -1.9307 1.7734 -2.3762 0.3244
H -0.4079 2.4836 -2.7719 0.3398
```

Its charge is 0. Its gap between HOMO and LUMO is 9.638 eV. The value obtained for the HOMO energy is -8.5 eV. As for the SMILES: CC[C@@H](N)CNC.



Version C
Density functional theory data (ωB97M-V with the def2-TZVPD basis set) for C5H14N2 in the gas phase.

```
21
Properties=species:S:1:pos:R:3:mulliken_charge:R:1
C 3.1830 -1.1028 1.2871 -1.1451
C 2.2165 0.0086 0.8365 -0.2031
C 0.8568 -0.7543 0.4481 -0.9570
N -0.2018 0.2490 -0.0735 -0.3269
C -1.5302 -0.4740 -0.3034 -0.5251
C -2.6054 0.5250 -0.7898 -0.3886
N -2.0287 1.6854 -1.4840 -0.4826
H 2.6938 -1.6802 2.0060 0.3643
H 4.1349 -0.6706 1.8315 0.2861
H 3.6247 -1.8193 0.5279 0.2970
H 1.7549 0.6774 1.6105 0.2390
H 2.6887 0.6030 0.0974 0.3113
H 1.0391 -1.5147 -0.3770 0.3746
H 0.5114 -1.3058 1.2756 0.4179
H -0.2433 0.7599 0.8391 0.2246
H -1.9258 -1.2260 0.5048 0.2898
H -1.3809 -1.1818 -1.1520 0.3070
H -3.2679 1.0199 -0.0219 0.1911
H -3.2563 -0.1853 -1.2789 0.3187
H -1.0399 1.8705 -1.4823 0.2315
H -2.4435 1.8967 -2.3486 0.1755
```

Its charge is 0. Its gap between HOMO and LUMO is 9.671 eV. The value obtained for the HOMO energy is -8.5 eV. As for the SMILES: CCCNCCN.



Stability summary - winner: version B; margin: 0.0364 hartree.